Model P:
{"formula": "C7H6N4S", "method": "the ωB97M-V functional and the def2-TZVPD basis", "lumo_energy_ev": -0.67, "e_homo_ev": -8.68, "orbital_gap_ev": 8.005, "smiles": "N#C\\C=C/C(C#N)=C\\N=C(\\N)S", "symbols": ["C", "C", "H", "N", "S", "N", "C", "C", "H", "H", "H", "C", "H", "N", "C", "C", "H", "N"], "positions_angstrom": [[-1.579, -0.356, 0.016], [-0.065, 1.025, 1.346], [0.903, -2.373, -0.940], [0.800, 2.249, -1.358], [1.048, -0.087, 1.972], [-2.054, -3.246, -1.723], [-1.507, -2.375, -1.198], [0.959, 1.110, -1.236], [-2.690, -0.606, 0.085], [2.422, -0.366, -1.421], [-0.166, 3.116, 1.135], [1.392, -0.207, -1.021], [1.135, 2.697, 2.008], [0.310, 2.346, 1.539], [0.613, -1.255, -0.893], [-0.820, -1.265, -0.660], [0.473, -1.137, 1.616], [-1.173, 0.730, 0.730]]}

***

Model Q:
{"formula": "C7H6N4S", "method": "the ωB97M-V functional and the def2-TZVPD basis", "lumo_energy_ev": -0.31, "e_homo_ev": -8.75, "orbital_gap_ev": 8.441, "smiles": "Nc1nccc(-c2nccs2)n1", "symbols": ["N", "H", "N", "C", "C", "H", "C", "C", "C", "N", "H", "C", "N", "C", "S", "H", "H", "H"], "positions_angstrom": [[-1.809, 0.307, 2.318], [1.939, 0.370, -3.707], [0.786, 0.346, -1.997], [-1.955, 0.690, 1.101], [0.012, -0.123, 0.244], [3.764, -1.281, -2.668], [-0.635, -0.356, 2.486], [0.338, -0.652, 1.577], [0.964, -0.240, -0.856], [-3.146, 1.371, 0.792], [1.396, -1.203, 1.802], [1.882, 0.066, -2.830], [-1.121, 0.570, 0.024], [2.786, -0.912, -2.327], [2.378, -1.306, -0.706], [-3.185, 1.686, -0.239], [-3.691, 1.439, 1.466], [-0.704, -0.771, 3.520]]}

***

Verdict on stability: model P comes out at the bottom.

***

Model P:
{"formula": "C19H60N8O11", "method": "the ωB97M-V functional and the def2-TZVPD basis", "lumo_energy_ev": -0.12, "e_homo_ev": -8.34, "orbital_gap_ev": 8.220, "smiles": "NC(N)=O.NC(N)=O.NC(N)=O.NC(N)=O.CC(C)O.CC(C)O.CC(C)O.CC(C)O.CO.CO.CO", "symbols": ["C", "H", "H", "H", "H", "O", "H", "H", "H", "H", "C", "H", "N", "H", "O", "C", "O", "H", "O", "H", "N", "H", "H", "C", "C", "H", "H", "H", "H", "H", "H", "H", "H", "C", "O", "H", "N", "H", "H", "H", "H", "H", "C", "H", "H", "H", "H", "H", "H", "H", "C", "H", "H", "C", "C", "H", "H", "C", "H", "N", "O", "O", "C", "H", "N", "N", "C", "O", "H", "O", "C", "H", "H", "C", "H", "H", "C", "H", "O", "C", "H", "C", "H", "H", "H", "H", "H", "H", "H", "H", "H", "H", "N", "H", "O", "N", "H", "C"], "positions_angstrom": [[-1.430, -0.478, 3.583], [-1.938, -0.138, -4.601], [-2.244, 3.638, -2.775], [-1.616, -1.393, 4.152], [0.842, -0.125, -2.333], [0.189, -0.060, -3.007], [1.571, -3.832, 0.638], [1.140, 1.934, 3.557], [3.632, -0.865, -3.266], [1.094, 4.985, -0.844], [-0.142, -1.146, -3.553], [2.059, 0.445, 0.378], [-3.931, -0.208, -0.906], [3.014, -2.202, -1.231], [-1.850, 2.664, 0.697], [-1.666, -4.237, 1.219], [0.552, 3.239, -1.373], [-4.598, -0.616, -1.532], [3.029, -1.445, 2.284], [0.890, 0.596, 2.403], [-3.534, 4.263, 1.416], [3.313, 3.500, -0.663], [0.395, -1.336, -4.508], [-4.064, -0.393, 0.401], [-2.220, 2.527, -2.874], [5.315, 0.940, -1.515], [-4.232, 3.664, 0.940], [-0.087, -3.856, -0.077], [-1.735, 2.045, -1.080], [-0.110, 0.964, -0.816], [1.477, -0.372, 4.722], [-2.837, -2.349, 1.759], [-1.308, -2.103, 0.750], [3.773, -0.380, -2.268], [4.783, 2.237, 1.165], [-0.430, 0.855, 4.981], [-3.309, 0.352, 1.144], [1.995, 2.251, -0.656], [-3.506, 0.416, 2.152], [-2.586, -4.774, 1.089], [4.643, 1.174, -3.190], [-1.142, -0.378, -0.790], [3.941, -1.564, -1.257], [-2.299, 0.143, 3.697], [3.081, 0.655, -1.163], [0.070, -2.872, 1.897], [-1.911, -2.043, -4.265], [3.133, 0.269, 1.593], [-1.490, 5.441, 2.415], [-0.171, 5.063, -2.006], [-0.340, 0.143, -0.190], [4.787, -2.245, -1.561], [-0.171, -3.292, -3.029], [3.575, 1.911, 0.566], [-2.248, 3.780, 1.336], [0.898, -1.284, 0.600], [-1.373, -4.609, -0.887], [0.046, -2.333, -2.583], [1.018, -2.226, -2.141], [2.919, 2.607, -0.329], [-5.044, -1.237, 0.935], [0.598, -0.699, 4.500], [-1.678, -0.988, -3.904], [-0.287, 1.728, 2.647], [-1.346, 4.523, 1.965], [0.837, -2.246, 2.225], [-2.116, -2.777, 1.043], [-2.383, 1.806, -1.685], [-0.898, 0.257, 0.759], [2.762, 0.232, -1.900], [-0.834, -4.591, 0.039], [-0.620, -2.147, -1.789], [0.831, 3.247, -2.304], [2.060, -2.300, 1.843], [-1.592, -4.942, 2.805], [-0.350, 4.843, -0.141], [4.985, 0.463, -2.441], [-2.845, 2.120, -3.698], [0.935, -0.583, -0.053], [0.442, 1.190, 3.142], [-2.728, -2.787, 0.159], [-0.146, 0.233, 4.075], [0.651, -1.604, 2.964], [-2.263, -0.828, -2.987], [-2.594, 1.036, 0.817], [5.822, -0.119, -2.890], [-0.403, -5.592, 0.173], [-1.357, -0.693, 2.529], [-3.881, 4.708, 2.268], [-0.395, 4.276, 1.690], [-1.148, 2.320, -3.212], [4.041, -1.153, -0.242], [2.252, -3.198, 0.925], [-3.217, 0.401, -1.354], [-1.018, -4.455, 2.227], [2.875, 0.871, 0.872], [3.244, -3.460, 0.825], [0.156, 4.593, -1.093]]}

***

Model Q:
{"formula": "C19H60N8O11", "method": "the ωB97M-V functional and the def2-TZVPD basis", "lumo_energy_ev": 0.06, "e_homo_ev": -9.00, "orbital_gap_ev": 9.056, "smiles": "NC(N)=O.NC(N)=O.NC(N)=O.NC(N)=O.CC(C)O.CC(C)O.CC(C)O.CC(C)O.CO.CO.CO", "symbols": ["H", "H", "H", "H", "O", "H", "H", "C", "H", "O", "H", "H", "C", "H", "C", "H", "H", "H", "H", "C", "C", "H", "O", "N", "N", "H", "C", "H", "C", "C", "O", "O", "H", "H", "H", "H", "H", "H", "H", "H", "H", "H", "C", "H", "C", "C", "O", "H", "N", "H", "H", "C", "H", "N", "C", "C", "H", "H", "O", "C", "H", "H", "N", "O", "H", "H", "C", "C", "H", "H", "H", "H", "N", "H", "H", "N", "H", "C", "H", "O", "H", "H", "O", "H", "N", "H", "O", "H", "H", "H", "H", "H", "H", "H", "H", "C", "H", "H"], "positions_angstrom": [[-21.393, 14.063, -2.421], [-21.740, 6.493, -7.101], [-23.393, 14.876, -6.381], [-22.984, 8.238, -4.144], [-23.660, 13.619, -0.173], [-22.945, 13.971, -0.695], [-20.571, 14.440, -4.263], [-20.466, 11.202, -5.326], [-23.030, 11.175, -7.694], [-22.086, 16.948, -1.247], [-19.403, 16.580, -1.233], [-26.935, 9.745, -3.777], [-25.814, 13.479, 0.512], [-25.041, 6.848, -4.209], [-27.492, 8.948, -4.240], [-22.228, 12.256, -3.905], [-21.214, 11.475, -6.049], [-19.518, 11.294, -5.868], [-21.308, 5.515, -5.792], [-20.726, 9.423, -1.586], [-20.549, 13.586, -4.927], [-20.215, 8.460, -1.609], [-23.653, 5.807, -4.647], [-22.328, 8.261, -8.690], [-23.804, 12.471, -4.325], [-25.491, 13.512, 1.522], [-21.314, 15.831, -1.528], [-24.561, 13.909, -2.511], [-26.445, 7.933, -4.852], [-22.207, 5.840, -6.331], [-23.872, 12.362, -6.717], [-21.561, 13.152, -8.460], [-22.755, 14.915, -2.509], [-28.142, 8.581, -3.445], [-22.381, 14.332, -10.108], [-27.317, 7.573, -6.736], [-21.357, 9.584, -0.690], [-27.941, 6.515, -5.545], [-28.143, 9.500, -4.996], [-21.679, 10.781, -8.838], [-21.216, 13.860, -7.931], [-23.969, 6.975, -6.108], [-25.107, 14.520, -1.794], [-24.985, 14.997, -5.572], [-23.137, 6.599, -5.486], [-22.934, 9.266, -8.090], [-25.800, 7.397, -3.913], [-23.920, 11.984, -3.391], [-21.928, 14.790, -1.954], [-22.007, 8.506, -5.587], [-23.736, 13.486, -4.467], [-24.725, 14.271, -0.293], [-23.363, 9.257, -2.811], [-20.038, 15.771, -1.389], [-22.328, 7.763, -4.903], [-20.442, 12.247, -4.241], [-23.967, 12.169, -1.262], [-23.452, 13.988, -8.722], [-23.293, 15.366, -4.328], [-27.083, 6.979, -5.882], [-22.769, 7.309, -8.583], [-24.672, 9.968, -5.975], [-24.314, 10.514, -5.218], [-21.359, 12.247, -3.392], [-26.734, 14.076, 0.455], [-22.709, 4.932, -6.673], [-22.628, 13.613, -9.304], [-24.763, 10.392, -1.833], [-21.415, 10.390, -3.261], [-25.064, 15.610, -2.028], [-24.010, 16.432, -5.821], [-19.511, 12.116, -3.747], [-22.507, 10.488, -8.268], [-26.123, 12.490, 0.171], [-24.403, 10.167, -4.265], [-24.343, 9.420, -2.604], [-21.440, 7.318, -4.427], [-24.026, 11.780, -5.438], [-20.600, 10.208, -4.945], [-25.958, 10.298, -1.090], [-21.413, 13.684, -5.648], [-19.481, 14.874, -1.566], [-24.172, 8.971, -7.482], [-24.717, 15.262, 0.233], [-23.879, 11.339, -1.846], [-22.967, 11.195, -2.220], [-21.487, 9.540, -2.765], [-19.706, 13.706, -5.616], [-22.982, 12.843, -9.872], [-26.288, 6.206, -6.165], [-19.895, 10.100, -1.684], [-25.663, 8.455, -5.423], [-21.440, 8.401, -9.177], [-22.714, 16.117, -4.380], [-24.045, 5.090, -5.116], [-23.998, 15.376, -5.560], [-24.970, 8.626, -2.750], [-26.165, 14.252, -2.118]]}

***

Verdict on stability: model P comes out at the bottom.